Entry 1:
Formula: C30H79BN3O11P2S
Source: the Open Molecules 2025 dataset
Level of theory: ωB97M-V/def2-TZVPD

The total charge is +1. Its HOMO energy is -10.957 eV. For the HOMO-LUMO gap, the calculation gives 7.996 eV.

Geometry as XYZ:
```
127
Properties=species:S:1:pos:R:3:forces:R:3
C 0.91204 -7.90813 -2.10841 -0.3239 -0.0225 -0.1325
O -0.18945 -7.14222 -1.62581 0.0828 0.1931 -0.1975
C -0.39757 -7.14050 -0.23255 0.0055 -0.1802 0.0660
C -0.33714 -5.67410 0.20946 -0.0160 -0.0244 -0.3978
B -1.54580 -4.97285 -0.62198 0.1887 -0.0580 -0.2098
N -2.91636 -5.32347 -0.26729 0.0778 0.3899 0.3438
O -1.27436 -4.00489 -1.53964 -0.4947 -0.0777 0.0255
N 0.93384 -5.03619 -0.19289 0.2468 -0.0199 0.7324
C 1.95413 -4.69036 0.79444 0.1675 -0.6167 0.2260
P 3.28918 -5.97468 1.03847 0.3872 0.2349 -0.2321
O 4.45273 -5.58651 0.26916 0.2914 0.1591 -0.2560
O 3.59276 -6.12243 2.60981 -0.3759 0.1212 0.0080
O 2.68948 -7.39041 0.60088 -0.3380 0.0902 0.1504
C 1.35823 -4.20620 2.08989 0.0701 0.3363 -0.5900
N 0.46779 -5.28130 2.60154 -0.0039 0.7397 0.0726
C -0.70022 -5.41144 1.68081 -0.5111 0.0803 -0.1182
P -1.77769 -6.67560 2.48649 0.8176 -1.1258 0.2896
S -0.61215 -8.10618 3.15869 -0.0154 0.1225 0.0014
H 1.86400 -7.41495 -1.93982 0.2078 0.0289 0.1911
H 0.90555 -8.89786 -1.66619 0.1357 -0.2009 0.1621
H 0.77068 -8.01464 -3.17466 -0.0740 0.0078 -0.2262
H 0.27969 -7.79655 0.30162 0.2855 -0.0610 -0.0654
H -1.40123 -7.52897 -0.06533 -0.2018 -0.1306 0.1325
H -3.49917 -4.50173 -0.39292 -0.2050 -0.0452 -0.2315
H -3.30577 -6.03333 -0.87826 -0.0448 -0.2347 0.1506
H -0.90302 -4.37317 -2.34580 0.4802 0.2675 -0.1558
H 1.37042 -5.58814 -0.91688 -0.2227 0.0773 -0.3328
H 2.54645 -3.86993 0.40073 0.0980 0.2104 -0.1505
H 3.08167 -6.78835 3.07677 0.1629 -0.2035 0.3122
H 2.46444 -7.99301 1.31434 -0.0306 -0.3416 -0.0028
H 0.72995 -3.33996 1.91017 -0.1154 0.1920 0.0384
H 2.09844 -3.91315 2.81950 0.1672 -0.1804 0.2492
H 0.94395 -6.17987 2.71703 -0.1992 -0.2738 -0.0037
H 0.12407 -5.02591 3.52753 0.0531 -0.0521 0.1644
H -1.19110 -4.44206 1.73079 -0.0983 0.1651 0.2658
H -2.41684 -6.00051 3.53122 -0.2983 0.2896 -0.2015
H -2.72391 -7.07877 1.56161 -0.3527 0.2788 -0.0155
C 1.93069 0.99679 2.18137 0.1248 0.0323 0.0877
C 0.99051 -0.13532 2.53078 -0.1673 0.1057 0.0116
O 1.51504 -1.06863 3.46860 -0.0300 -0.2656 -0.0705
C 1.84274 -0.51834 4.73983 0.0331 0.0382 0.1807
C 0.67053 0.13206 5.45300 -0.0531 0.0257 -0.1474
H 2.87564 0.62265 1.78132 -0.0407 -0.0250 -0.0024
H 1.46272 1.63422 1.43214 -0.0038 0.0158 -0.0420
H 2.14952 1.61066 3.05567 -0.0292 0.0564 -0.0471
H 0.77229 -0.71493 1.63780 -0.0034 -0.1565 -0.1903
H 0.03516 0.26296 2.88732 0.0388 0.0618 0.0285
H 2.67286 0.18803 4.64308 -0.0196 0.0187 -0.0305
H 2.21524 -1.35972 5.32556 0.0138 -0.0299 -0.0246
H 0.27834 0.99332 4.90921 0.0412 0.0273 0.0500
H 0.98495 0.47997 6.43664 0.0166 -0.0273 0.0309
H -0.14418 -0.58300 5.58294 -0.0018 -0.0165 0.0339
C 0.01730 5.40711 4.09726 -0.1349 0.0162 0.0207
C 0.26284 4.02740 3.51807 0.1266 0.0692 -0.0377
O -0.69988 3.05441 3.89589 0.1096 -0.1729 0.0502
C -2.03584 3.32080 3.50440 -0.1353 0.0373 -0.0499
C -2.23012 3.43915 2.00302 0.0777 0.0144 -0.0200
H -0.02818 5.36027 5.18590 0.0200 -0.0001 0.0124
H 0.82770 6.07646 3.80904 0.0480 -0.0366 -0.0042
H -0.91909 5.84044 3.74280 0.0254 0.0192 -0.0517
H 1.21474 3.64795 3.89237 -0.0123 -0.0386 0.0197
H 0.35116 4.07158 2.42652 -0.0277 0.0497 0.0063
H -2.41347 4.21413 4.01324 0.0312 0.0266 -0.0302
H -2.61513 2.47809 3.88317 0.0207 -0.0240 0.0321
H -1.67652 4.28166 1.58600 -0.0394 0.0344 0.0156
H -3.28432 3.59028 1.76770 -0.0119 -0.0102 -0.0134
H -1.88635 2.53432 1.49797 -0.0128 -0.0114 -0.0049
C -4.21652 7.15421 -0.22333 -0.0981 -0.0350 0.0281
C -3.93657 5.77792 -0.80202 0.0880 0.0852 -0.0203
O -4.86693 4.78445 -0.41037 0.0583 -0.1187 0.0679
C -6.21545 5.01654 -0.77670 -0.1161 0.0383 -0.0078
C -6.44318 5.13472 -2.27378 0.1107 0.0019 -0.0150
H -4.25121 7.11005 0.86593 0.0153 0.0037 0.0126
H -3.43023 7.84900 -0.51853 0.0279 -0.0035 0.0027
H -5.16568 7.56207 -0.57220 0.0222 0.0218 -0.0460
H -2.97301 5.42133 -0.43695 -0.0052 -0.0511 0.0003
H -3.86088 5.82724 -1.89407 -0.0459 0.0213 -0.0014
H -6.60829 5.89840 -0.25847 0.0231 0.0284 -0.0303
H -6.76342 4.15713 -0.39076 0.0185 -0.0223 0.0242
H -5.92628 5.99410 -2.70184 -0.0406 0.0360 0.0134
H -7.50684 5.25383 -2.47946 -0.0229 -0.0172 0.0100
H -6.08726 4.24005 -2.78606 -0.0115 -0.0148 -0.0052
C 4.77668 7.41026 1.27016 -0.0363 -0.1022 -0.0334
C 4.41873 7.04152 2.69920 0.0607 0.1014 0.0005
O 3.65219 5.85480 2.81750 -0.1714 -0.0584 0.0520
C 4.25521 4.67354 2.32322 0.0573 -0.0578 -0.0419
C 5.56439 4.31554 3.00588 0.0006 0.0671 0.0327
H 3.87542 7.51094 0.66441 -0.0082 0.0163 -0.0031
H 5.31272 8.35892 1.25526 -0.0069 0.0272 0.0121
H 5.41639 6.66250 0.79972 0.0448 0.0236 0.0223
H 3.79454 7.82244 3.13262 -0.0283 -0.0124 0.0213
H 5.32037 6.97915 3.31797 0.0202 -0.0260 -0.0263
H 4.39046 4.73684 1.23714 0.0454 0.0150 0.0107
H 3.52470 3.88270 2.50219 -0.0516 0.0325 0.0039
H 6.33260 5.07149 2.84284 0.0192 -0.0212 -0.0531
H 5.94310 3.37068 2.61484 -0.0148 -0.0227 -0.0006
H 5.41792 4.21481 4.08186 -0.0046 -0.0163 0.0116
C 1.49286 0.69922 -4.01385 -0.1096 -0.0727 0.0244
C 1.78436 0.88957 -2.53726 0.1072 0.0254 -0.0659
O 0.74069 0.44584 -1.68352 -0.0495 0.0697 0.1460
C 0.39564 -0.91993 -1.77957 0.0156 -0.0765 0.0177
C 1.53647 -1.87332 -1.45679 0.0409 0.0394 -0.1541
H 0.56745 1.20734 -4.28688 0.0029 0.0221 -0.0227
H 2.30456 1.10940 -4.61348 0.0109 0.0294 -0.0026
H 1.38564 -0.35320 -4.28054 0.0588 0.0003 -0.0277
H 1.89615 1.95090 -2.31623 -0.0341 -0.0018 0.0308
H 2.73259 0.41051 -2.26592 -0.0253 -0.0390 -0.0122
H -0.02396 -1.14897 -2.76590 0.0398 -0.0057 -0.0296
H -0.41362 -1.05859 -1.06038 -0.0067 0.0113 -0.0030
H 2.36474 -1.78518 -2.16120 -0.0363 0.0080 -0.0417
H 1.17698 -2.90172 -1.48612 -0.0351 0.0221 0.0358
H 1.93327 -1.66627 -0.46333 0.0390 0.0559 0.1515
C -2.42996 -0.83402 -5.44814 0.0381 -0.0826 -0.0411
C -1.91758 0.17609 -6.46192 -0.0766 0.0351 0.0678
O -0.88762 -0.31660 -7.29588 0.1285 0.0441 0.0398
C -1.21823 -1.42894 -8.10707 -0.0297 -0.0953 -0.0599
C -2.35755 -1.17590 -9.07898 -0.0268 0.0914 0.0577
H -1.60913 -1.19688 -4.82609 0.0038 0.0174 0.0138
H -3.17599 -0.36921 -4.80317 0.0076 0.0254 0.0189
H -2.89597 -1.69627 -5.92702 -0.0454 0.0253 -0.0083
H -1.47757 1.02276 -5.93493 0.0407 0.0181 -0.0346
H -2.74465 0.57379 -7.05998 -0.0245 -0.0489 -0.0068
H -1.43168 -2.30811 -7.48666 -0.0432 0.0190 0.0088
H -0.30755 -1.65140 -8.66236 0.0315 0.0194 0.0119
H -3.29698 -0.96477 -8.56668 -0.0119 -0.0526 0.0069
H -2.51358 -2.05377 -9.70580 0.0224 -0.0139 -0.0185
H -2.12806 -0.32597 -9.72174 0.0096 0.0000 -0.0206
```
Positions in Å, forces in eV/Å.



Entry 2:
Formula: H80O40
Source: the Open Molecules 2025 dataset
Level of theory: ωB97M-V/def2-TZVPD

Its HOMO energy is -10.343 eV. The energy above the lowest of the compared OMol25 structures with the same formula, charge and spin is 374.39 kcal per mole. For the HOMO-LUMO gap, the calculation gives 9.663 eV.

Geometry as XYZ:
```
120
Properties=species:S:1:pos:R:3:forces:R:3
H -2.29944 -3.71011 -2.21098 -1.3923 -1.5235 1.7656
H -2.98223 -2.76870 -2.65404 -2.2720 0.0791 0.6202
O -3.27328 -3.48482 -2.00132 3.8336 1.5328 -2.5117
H 0.95701 -3.78186 -1.03728 -3.4981 -1.7899 0.2552
H -0.09096 -4.21387 -0.01380 -1.2852 -0.2744 4.8558
O -0.01094 -4.25360 -0.88763 4.2369 1.5989 -6.3208
H 2.81879 -4.71923 1.11656 0.4084 0.0551 -0.9349
H 2.51188 -5.23890 2.45863 -0.0046 -0.4360 0.7946
O 2.07853 -4.88070 1.69316 0.0798 -0.5685 -0.0061
H -5.23127 0.06400 -4.78693 0.6016 0.7677 -0.9161
H -4.55380 -0.10077 -3.63098 0.7069 0.5234 0.3355
O -4.39450 0.42991 -4.43421 -1.3695 -0.4770 -0.9145
H 6.78154 1.35443 -0.67797 -1.1364 0.6895 -0.6923
H 5.50508 2.40335 -0.72893 2.1900 -2.6237 -1.8663
O 6.08332 1.69557 -1.29527 -1.1563 1.9101 2.5443
H 2.35481 -0.68439 1.26768 0.6037 -1.3749 0.0020
O 2.08954 0.20585 1.34120 -1.2807 2.5181 -0.3297
H -0.43452 0.01767 2.77384 0.6284 -3.2204 -0.3309
O -0.61297 0.90009 2.89833 0.2877 2.9177 1.3444
H -0.82340 0.20089 -6.84049 6.9129 0.7482 -2.1356
H -1.94502 0.99613 -6.29814 0.2972 -1.4553 -0.1507
O -1.64390 0.09699 -6.59223 -7.1813 0.3990 2.3247
H 0.78147 -1.78076 4.87094 -1.7204 0.2641 -2.3024
H -0.62067 -1.59758 3.94182 1.3682 -0.3697 0.7640
O 0.38578 -1.60949 3.94360 0.5815 -0.1938 1.1359
H -0.89588 0.37484 -0.76773 -3.6596 -7.4861 -1.1829
H 0.25368 0.99196 -0.59302 2.0512 0.6552 0.0480
O -0.66137 1.19079 -0.65556 1.2346 6.7079 1.3831
H -4.63611 -1.43919 2.76315 0.9895 1.2469 -1.4658
H -4.28032 -1.09027 1.23245 0.9383 0.6448 2.6909
O -4.05208 -0.82190 2.20690 -2.2593 -1.9760 -1.4348
H -0.18774 2.62532 -2.14364 0.2084 -0.4972 -1.1541
O 0.71308 2.44238 -2.44282 -0.9251 1.5466 7.2264
H 0.64494 -1.16582 -4.40385 1.3736 -1.0162 -0.3881
H 1.96560 -2.08732 -4.47453 0.1290 -1.8770 0.6002
O 1.57980 -1.29040 -4.74455 -1.6934 2.0146 -1.2188
H -0.65387 -2.11826 6.19723 -0.9775 9.1099 -0.0054
H -1.30479 -3.27316 5.58496 2.9809 0.6353 2.4605
O -0.54065 -2.95821 6.26763 -2.0741 -9.7193 -2.0379
H -0.39541 6.71347 0.23000 0.7616 0.4348 -0.1902
H -1.54244 5.79619 0.46577 2.9699 -0.7802 -1.2550
O -0.56896 5.78619 0.06728 -3.5403 0.2938 1.3819
H 1.97536 3.43832 2.08677 0.8404 -0.7711 -0.2717
H 0.54595 2.54280 2.26627 2.7068 2.9375 0.8781
O 1.14241 3.40142 2.53456 -3.3712 -2.4656 -0.3309
H 0.10577 4.85663 -4.18828 0.6153 -2.1114 -2.8669
H 0.71779 4.87901 -2.69946 0.9598 -1.3110 0.3068
O 0.16495 5.22132 -3.36649 -1.8023 3.4934 2.4708
H -2.41334 3.51798 -2.77848 -2.4224 -2.1572 2.3812
H -2.96826 3.20535 -1.32256 0.2018 0.8360 2.3094
O -3.04628 2.87679 -2.18252 2.1897 1.5701 -4.6918
H 4.29738 1.81366 1.48547 0.0841 0.5164 -0.1711
O 4.61075 2.72430 1.32409 -0.4106 -4.1246 -4.9832
H -1.48849 -1.44145 -4.42284 2.1781 1.4689 2.3642
H -0.72620 -0.29641 -3.33691 -1.4468 -1.5569 -1.1024
O -0.86616 -1.27435 -3.59581 -0.5666 -1.0545 -1.0876
H 0.44212 -3.74021 1.09700 0.6211 -0.9052 1.9399
O 0.61788 -2.88652 1.43860 -1.2785 2.3361 -5.3055
H 2.44239 4.52019 0.92914 0.8658 0.2152 -0.4710
H 3.95835 4.21055 0.66150 0.9460 -1.9752 -1.3885
O 3.36732 4.79499 1.05121 -2.5925 3.0984 1.3900
H 3.31301 -1.00384 3.18329 -0.5598 0.0226 0.4292
H 2.57198 -0.90023 4.55731 -0.7541 -0.7488 0.3941
O 3.18097 -0.47411 3.98679 1.4472 1.1067 -0.3833
H 3.85729 -2.78347 1.85713 -1.7875 1.3688 -0.4114
H 2.31961 -2.53243 1.30149 1.0597 0.0248 0.8602
O 3.09911 -2.11845 1.78951 1.3948 -2.1401 -0.5823
H -0.37985 3.62313 0.93982 -3.0161 -0.7790 0.6659
H -1.46035 2.69494 0.30901 -0.0522 -0.6263 -0.4178
O -1.34846 3.24052 1.08407 2.7863 1.3952 -0.0385
H 1.78145 0.00704 -2.88965 0.9669 0.7488 -2.8271
H 2.15841 0.47983 -1.46123 0.5962 0.6755 0.2028
O 1.61189 -0.07908 -1.98939 -1.5064 -2.3470 3.5716
H 0.24764 -4.23915 -3.10887 0.5307 0.1439 -0.2687
H 0.47135 -2.79159 -3.23649 -1.6557 3.5093 1.0364
O 0.83063 -3.57323 -3.51481 1.1105 -4.0202 -0.6123
H -2.58569 1.41945 -3.32469 0.9242 -0.5183 -0.4587
H -2.71260 0.05548 -3.92254 0.5141 0.5341 -0.5609
O -2.03983 0.75118 -3.82486 -0.9753 1.8002 1.2815
H 2.73961 4.01083 -1.90223 2.1505 -2.4940 0.5889
H 2.59909 2.54740 -1.60956 -0.7401 -0.7206 0.0665
O 3.31774 3.15666 -1.71309 -1.1727 3.3305 -0.5857
H -2.35028 -1.59397 -0.96809 -0.7394 0.6003 1.4445
H -1.45393 -1.53306 0.16320 -0.1129 0.1335 0.8138
O -2.36044 -1.23581 -0.02815 1.0388 -0.9639 -2.2191
H -0.13939 0.63237 6.31328 0.7721 0.7269 -0.5753
H -1.71420 0.49426 6.04598 3.2134 -0.7031 2.0628
O -0.89746 0.15734 6.63756 -3.6983 0.1266 -1.6435
H 4.00801 -2.16752 -3.20397 0.4863 1.5235 1.0043
O 4.36554 -1.45090 -2.59660 -1.7262 -1.2859 0.1543
H -5.48683 2.32493 0.87039 -2.2091 0.4029 -0.5365
H -4.47805 2.55213 1.89409 0.9705 2.1772 4.9772
O -4.60486 2.19060 1.10015 1.3115 -2.5426 -4.5887
H 4.74795 3.08285 2.11320 0.8784 2.4587 5.3601
H 1.31219 0.23251 1.92727 0.6323 0.0227 -0.1234
H 0.77710 -2.66704 2.29801 0.2252 -0.1815 4.5616
H -1.02541 1.24295 2.12411 -0.9555 0.5466 -1.1260
H 0.97337 2.33127 -3.26515 0.9138 -0.7785 -6.4011
H 3.57376 -1.20809 -2.02352 1.0799 -0.3137 -1.1830
O -2.22992 -1.94459 3.65593 -1.8705 -1.1844 3.7026
H -2.69432 -1.47703 2.95350 -0.7739 0.7919 -0.7728
H -2.96063 -2.04238 4.42760 2.5823 0.2521 -2.8437
O -3.74487 -4.00104 2.05080 3.9088 0.8203 -1.1316
H -2.78609 -3.50970 2.22022 -3.6901 -1.8890 -0.6143
H -3.59924 -4.49582 1.17946 -0.2860 1.0996 1.7880
O 2.63364 0.77454 -4.11628 -11.4364 0.1684 -5.8979
H 3.34710 0.87069 -3.72931 11.5127 1.4557 4.9342
H 2.59297 0.51168 -5.04451 0.7896 -0.2270 0.7613
O -3.28994 0.94596 4.30660 -1.0414 -2.3167 2.7067
H -2.97832 0.08684 4.81395 -0.8792 2.5553 -1.8314
H -4.22785 1.05305 4.66869 1.8263 -0.1067 -0.7295
O -5.65054 -0.88085 -2.92254 -1.6184 0.6250 3.5134
H -5.99427 -0.19017 -2.26525 0.3317 -0.7380 -1.7777
H -5.38988 -1.49896 -2.23271 0.2785 -1.0277 -0.2610
O 3.73381 -4.01057 -1.08367 1.4775 0.0155 -2.4507
H 4.27131 -3.20639 -1.37943 -0.9630 -1.0244 0.7577
H 3.92325 -4.61795 -1.87949 -0.6573 1.0691 1.9507
O 1.45093 1.80678 5.20835 -1.3758 0.0722 -0.9078
H 2.22431 1.37727 4.81158 -0.3340 0.0767 -0.2519
H 0.80043 1.99178 4.45724 1.6111 -0.3774 1.2652
```
Positions in Å, forces in eV/Å.



Entry 3:
Formula: C4H9NO
Source: the Open Molecules 2025 dataset
Level of theory: ωB97M-V/def2-TZVPD

Its HOMO energy is -9.342 eV. The energy above the lowest of the compared OMol25 structures with the same formula, charge and spin is 53.03 kcal per mole. For the HOMO-LUMO gap, the calculation gives 10.249 eV.

Geometry as XYZ:
```
15
Properties=species:S:1:pos:R:3:forces:R:3
C 1.47338 -1.27744 1.22727 0.0361 -0.0479 0.1314
C 1.22824 -0.14653 0.28062 0.1332 0.4000 0.2449
N 0.54369 0.89918 0.50918 0.3043 -0.3270 0.3373
C -0.69103 0.37170 -1.40730 -0.2205 -0.1540 -0.6232
O -0.12599 1.05416 -2.22423 -0.3806 -0.2749 0.1206
C -1.97687 0.70724 -0.69562 -0.0997 0.0869 -0.0777
H 1.67634 -2.22417 0.71882 -0.0464 0.1637 0.0221
H 0.63924 -1.40596 1.92464 0.1446 0.0460 -0.0703
H 2.36536 -1.00191 1.79845 -0.0141 -0.2188 0.0763
H 1.70740 -0.21076 -0.70541 0.0633 0.1263 0.2630
H -0.36916 -0.67895 -1.20306 -0.1728 0.1520 -0.4388
H 0.04709 0.85118 1.39920 0.2635 -0.0247 0.2465
H -2.13991 0.06196 0.17591 0.0868 0.1252 -0.1984
H -2.75225 0.48407 -1.43383 -0.1772 0.0585 0.1182
H -2.04616 1.75754 -0.40789 0.0797 -0.1114 -0.1517
```
Positions in Å, forces in eV/Å.



Entry 4:
Formula: C3H3O3
Source: the Open Molecules 2025 dataset
Level of theory: ωB97M-V/def2-TZVPD

The total charge is +1. Its HOMO energy (alpha / beta) is -15.329 / -15.105 eV. The energy above the lowest of the compared OMol25 structures with the same formula, charge and spin is 118.50 kcal per mole. For the HOMO-LUMO gap (alpha / beta), the calculation gives 8.640 / 8.564 eV.

Geometry as XYZ:
```
9
Properties=species:S:1:pos:R:3:forces:R:3
C -1.17374 0.27241 0.02680 3.0891 -1.2090 -0.1327
C -0.38538 -1.13503 0.01851 -5.3795 3.9694 -0.0783
C 1.64759 -0.14613 0.15056 2.4246 3.1222 2.2694
O -2.30409 0.54589 -0.07900 -0.1694 -0.1634 0.1277
O -0.06302 1.12538 0.14836 -0.1788 -0.6621 -0.1302
O 0.81997 -0.95557 -0.01592 1.2677 -3.5862 -1.0084
H -0.87254 -2.03629 0.01645 -0.4998 -2.3313 -0.0295
H 2.50320 0.25678 -0.34865 0.0372 0.1837 -1.0348
H -0.17200 2.07254 0.08289 -0.5912 0.6768 0.0167
```
Positions in Å, forces in eV/Å.